1.
ORCA calculation (the ωB97M-V functional and the def2-TZVPD basis) on 2 unconnected molecules or ions with the total composition C3H3IO2 at a distorted geometry.

Structure (XYZ):
```
9
Properties=species:S:1:pos:R:3:nbo_charge:R:1
C -0.7266 0.1080 -1.0030 0.710
C 0.1478 0.3423 1.9069 0.446
C 0.7164 0.3123 -1.0936 -0.765
O -1.6346 -0.4600 -0.5881 -0.359
O -0.4898 0.8165 2.7206 -0.500
I -1.2668 -2.2219 1.1917 -0.358
H 1.1316 -0.5733 -1.0798 0.269
H 1.1495 0.7215 -0.1921 0.302
H 0.9724 0.9545 -1.8626 0.254
```

The value obtained for the LUMO energy (spin up / spin down) is -0.48 / -1.62 eV. The total energy is -564.16739 a.u. The orbital gap (spin up / spin down) comes out at 0.2980 / 0.2284 Eh.

***

2.
ORCA calculation (the ωB97M-V functional and the def2-TZVPD basis) on a molecular structure, C3H3LiO2Pb at a distorted geometry.

Structure (XYZ):
```
10
Properties=species:S:1:pos:R:3:lowdin_spin:R:1
O -1.3190 1.2015 0.8994 0.050
Li -1.0747 1.8651 -0.7768 0.003
C -1.8790 0.9636 4.1472 0.268
C -1.8414 2.0350 3.2409 0.444
O -3.2182 1.1654 4.5061 0.154
C -3.2968 2.2746 3.5732 0.065
H -1.0459 2.7616 3.0590 0.013
H -4.0253 2.0660 2.7754 0.002
H -3.5493 3.2136 4.0862 0.009
Pb -1.0975 -0.7668 1.2045 -0.008
```

The value obtained for the LUMO energy (spin up / spin down) is -5.04 / -5.06 eV. The total energy is -466.55131 a.u. As for the net charge: +1. Its multiplicity is 2. The orbital gap (spin up / spin down) comes out at 0.2618 / 0.2421 Eh.

***

3.
ORCA calculation (the ωB97M-V functional and the def2-TZVPD basis) on a molecular structure, C3H3LiO3 at a distorted geometry.

Structure (XYZ):
```
10
Properties=species:S:1:pos:R:3:nbo_charge:R:1
C -1.7381 0.3550 -0.1671 -0.157
O 0.3513 -0.9850 -0.0897 -0.792
C 0.5840 0.2898 -0.0658 0.960
C -1.5508 -0.9996 0.1996 -0.195
O -0.4854 1.0520 0.0850 -0.507
O 1.7312 0.7253 0.1076 -0.802
H -1.9851 0.5123 -1.2264 0.146
H -1.4983 -1.2400 1.2676 0.187
H -1.9825 -1.7531 -0.4632 0.200
Li 2.4161 -1.1036 -0.0920 0.961
```

The value obtained for the LUMO energy is -0.88 eV. The total energy is -349.32458 a.u. The orbital gap comes out at 0.2343 Eh.